Record 1
Entry from OMol25: a cluster of 3 separate species, C31H68O6PS in total in a non-equilibrium geometry (ωB97M-V/def2-TZVPD).

Its total charge is +1. The calculation puts the energy relative to the best compared isomer or geometry (same formula, charge and spin) at 1.277 eV. The value obtained for the total energy is -65651.062 eV. The calculation puts the orbital gap at 6.887 eV.

Positions of all 107 atoms, in Å:
C1 1.6494 3.1085 4.6437
C2 1.3940 3.9689 3.3968
O1 2.5918 4.4657 2.7629
P1 3.3449 3.4059 1.8362
O2 3.6980 2.1711 2.5288
C3 2.2980 2.9108 0.4158
C4 2.0827 4.0404 -0.5999
S1 2.0317 3.5068 -2.3456
C5 0.6284 2.3867 -2.6385
C6 -0.3387 2.1546 -1.4683
C7 -1.1499 3.3903 -1.0069
C8 -2.5392 2.8903 -0.5010
C9 -3.7322 3.3343 -1.3994
C10 -4.8288 2.2390 -1.4197
C11 -6.0105 2.6214 -0.5211
C12 -5.6140 2.7722 0.9490
O3 -4.8548 1.6932 1.4532
C13 -5.5679 0.4653 1.4108
C14 3.6547 2.6541 -2.5258
C15 3.6417 1.2578 -3.1627
C16 3.7286 0.1156 -2.1211
C17 4.4066 -1.0811 -2.8039
C18 2.3560 -0.3224 -1.5922
C19 2.4386 -1.3602 -0.4492
C20 1.2845 -2.3383 -0.5923
C21 1.0897 -3.4624 0.1783
C22 1.2159 -4.8087 -0.4926
C23 0.7655 -3.4453 1.6482
O4 4.5904 4.1767 1.2056
C24 5.8462 3.8908 1.8920
C25 6.5763 2.7553 1.1488
H1 1.4938 2.0529 4.4323
H2 2.6827 3.2197 4.9628
H3 0.9643 3.4081 5.4331
H4 0.8481 4.8536 3.7189
H5 0.7195 3.4424 2.7154
H6 1.3763 2.5649 0.8776
H7 2.8268 2.0559 0.0029
H8 1.2544 4.7032 -0.3706
H9 2.9805 4.6662 -0.5817
H10 0.0502 2.8641 -3.4294
H11 0.9260 1.4161 -3.0279
H12 -1.0707 1.4373 -1.8476
H13 0.1140 1.6749 -0.6037
H14 -0.6732 3.7981 -0.1154
H15 -1.2809 4.1348 -1.7921
H16 -2.5211 1.8173 -0.3191
H17 -2.7048 3.3327 0.4833
H18 -4.1256 4.2427 -0.9461
H19 -3.3298 3.5414 -2.3924
H20 -4.4458 1.2832 -1.0616
H21 -5.1232 2.0788 -2.4586
H22 -6.7736 1.8401 -0.5818
H23 -6.4506 3.5419 -0.9101
H24 -6.5033 2.9270 1.5727
H25 -5.0018 3.6742 1.0361
H26 -6.5850 0.5464 1.7922
H27 -5.0292 -0.2389 2.0454
H28 -5.5607 0.0426 0.4008
H29 4.1894 2.6943 -1.5785
H30 4.2084 3.3152 -3.1929
H31 2.8524 1.0951 -3.8965
H32 4.5795 1.1845 -3.7190
H33 4.3197 0.4619 -1.2667
H34 4.2653 -2.0004 -2.2360
H35 5.4845 -0.9486 -2.8934
H36 3.9356 -1.2538 -3.7738
H37 1.7358 -0.7107 -2.4051
H38 1.8675 0.5543 -1.1606
H39 3.4058 -1.8500 -0.3847
H40 2.2828 -0.8013 0.4898
H41 0.5401 -2.1356 -1.3641
H42 2.2529 -5.1090 -0.3339
H43 0.9804 -4.6890 -1.5515
H44 0.5184 -5.5027 -0.0122
H45 0.5852 -2.4439 2.0254
H46 1.5642 -3.9513 2.2072
H47 -0.1285 -4.0587 1.7794
H48 5.7133 3.6710 2.9478
H49 6.4434 4.7977 1.8375
H50 7.4604 3.1519 0.6552
H51 6.8497 1.9409 1.8167
H52 5.8824 2.3340 0.4226
C26 4.8237 -8.3791 -2.5087
C27 3.9715 -7.2073 -2.0480
C28 3.4127 -6.4278 -3.2278
O5 4.7491 -6.3376 -1.2219
H53 5.6789 -8.0269 -3.0922
H54 5.2214 -8.9225 -1.6513
H55 4.2467 -9.0715 -3.1231
H56 3.1501 -7.5733 -1.4300
H57 4.2187 -6.0102 -3.8382
H58 2.8118 -5.5884 -2.8756
H59 2.7916 -7.0603 -3.8637
H60 5.4819 -6.0052 -1.7529
C29 -9.7655 -1.6252 3.9419
C30 -9.0127 -1.9635 2.6649
C31 -8.7697 -3.4599 2.5460
O6 -7.7632 -1.2669 2.6404
H61 -9.1883 -1.9269 4.8203
H62 -9.9270 -0.5493 4.0174
H63 -10.7338 -2.1259 3.9750
H64 -9.5806 -1.6149 1.8015
H65 -8.1616 -3.8185 3.3812
H66 -8.2237 -3.6873 1.6295
H67 -9.7090 -4.0140 2.5383
H68 -7.2463 -1.5631 3.3989



Record 2
Entry from OMol25: a cluster of 8 separate species, C31H69BNO11S7 in total in a non-equilibrium geometry (ωB97M-V/def2-TZVPD).

Its total charge is +1. The value obtained for the total energy is -133790.887 eV. The calculation puts the orbital gap at 7.934 eV.

Positions of all 120 atoms, in Å:
C1 -5.5804 0.8418 2.2684
C2 -4.1403 0.4869 2.5371
O1 -3.5028 0.0189 1.3354
C3 -3.1978 -1.3431 1.3495
C4 -2.5259 -1.5635 0.0086
N1 -1.5186 -2.6874 -0.0668
C5 -1.4261 -3.0879 -1.5351
C6 -0.1062 -3.7382 -1.9551
O2 0.8080 -3.0144 -2.1504
C7 -0.0114 -5.1894 -2.2125
C8 -0.1048 -6.1747 -1.2074
C9 0.0354 -7.5319 -1.5448
C10 0.2703 -7.9102 -2.8799
C11 0.3747 -6.9325 -3.8776
C12 0.2323 -5.5707 -3.5476
C13 -2.1008 -3.8840 0.6432
C14 -1.5466 -3.9493 2.0339
C15 -0.1605 -3.2830 1.8547
C16 -0.2256 -2.3659 0.6114
B1 -0.0283 -0.8033 1.0258
O3 -0.5249 -0.3147 2.2201
O4 0.6089 -0.0236 0.1209
C17 1.8700 0.5499 0.5759
H1 -6.0042 0.1248 1.5741
H2 -5.6369 1.8078 1.7863
H3 -6.1545 0.8502 3.1824
H4 -3.6022 1.3671 2.8527
H5 -4.0589 -0.2512 3.3300
H6 -2.5326 -1.5405 2.1801
H7 -4.1045 -1.9396 1.4236
H8 -2.0723 -0.6554 -0.3659
H9 -3.2975 -1.8293 -0.7040
H10 -1.5094 -2.1913 -2.1318
H11 -2.2684 -3.7284 -1.7459
H12 -0.2596 -5.9169 -0.1755
H13 -0.0415 -8.2815 -0.7786
H14 0.3893 -8.9469 -3.1375
H15 0.5719 -7.2145 -4.8896
H16 0.3295 -4.8147 -4.3077
H17 -3.1666 -3.9807 0.4926
H18 -1.7162 -4.7586 0.1421
H19 -1.3725 -4.9679 2.3378
H20 -2.1029 -3.3632 2.7482
H21 0.2899 -2.8466 2.7328
H22 0.5125 -4.0916 1.5816
H23 0.6518 -2.5973 0.0318
H24 0.0497 -0.4135 2.9818
H25 2.4405 0.7795 -0.3088
H26 1.6840 1.4446 1.1558
H27 2.4315 -0.1505 1.1745
C18 -2.7194 3.5260 -3.3478
S1 -3.5241 2.2836 -2.3427
O5 -4.8594 2.8204 -1.9773
C19 -2.4654 2.4848 -0.9045
H28 -3.2592 3.5952 -4.2897
H29 -2.7542 4.4847 -2.8309
H30 -1.6866 3.2372 -3.5403
H31 -2.5157 3.5190 -0.5639
H32 -1.4404 2.2184 -1.1682
H33 -2.8355 1.8190 -0.1263
C20 6.2645 0.3367 -0.2711
S2 5.9831 -0.3498 1.3562
O6 4.5271 -0.1784 1.6773
C21 6.8750 0.9095 2.2637
H34 5.7439 -0.2920 -0.9904
H35 5.8869 1.3583 -0.3201
H36 7.3333 0.3233 -0.4798
H37 6.4384 1.8850 2.0499
H38 7.9219 0.8899 1.9649
H39 6.7889 0.6773 3.3230
C22 -4.1718 7.5294 -2.4998
S3 -3.0301 7.7302 -3.8711
O7 -1.7507 7.0905 -3.4594
C23 -2.8222 9.5021 -3.6844
H40 -4.4013 6.4693 -2.4094
H41 -3.7020 7.8894 -1.5848
H42 -5.0867 8.0831 -2.7078
H43 -2.4477 9.7183 -2.6843
H44 -3.7782 9.9960 -3.8550
H45 -2.1014 9.8284 -4.4303
C24 -3.9363 2.4579 7.1785
S4 -3.5277 3.3883 5.7004
O8 -4.2966 2.7731 4.5821
C25 -1.8629 2.7465 5.5465
H46 -4.9750 2.6673 7.4227
H47 -3.8068 1.3933 6.9825
H48 -3.2932 2.7818 7.9963
H49 -1.9379 1.6602 5.4724
H50 -1.2547 3.0301 6.4019
H51 -1.4186 3.1483 4.6395
C26 5.3856 5.5648 0.0767
S5 7.1541 5.5093 -0.2091
O9 7.5088 4.0827 -0.4362
C27 7.6336 5.9023 1.4746
H52 4.8935 5.2995 -0.8565
H53 5.1312 4.8465 0.8525
H54 5.0962 6.5733 0.3718
H55 7.2127 5.1613 2.1546
H56 7.2820 6.9023 1.7270
H57 8.7196 5.8736 1.5197
C28 2.9353 0.5322 4.8133
S6 1.1941 0.9442 4.9174
O10 1.0856 2.0980 5.8423
C29 0.7241 -0.5213 5.8495
H58 3.4242 1.3536 4.2990
H59 3.3407 0.4243 5.8195
H60 3.0591 -0.3918 4.2431
H61 1.2871 -0.5571 6.7813
H62 0.9256 -1.4120 5.2494
H63 -0.3410 -0.4479 6.0639
C30 1.6375 -7.6892 -8.5772
S7 0.5378 -6.3911 -8.0072
O11 -0.6757 -7.0552 -7.4617
C31 0.1239 -5.7538 -9.6308
H64 1.9800 -8.2391 -7.7037
H65 1.0925 -8.3549 -9.2458
H66 2.4900 -7.2423 -9.0878
H67 -0.3150 -6.5513 -10.2296
H68 1.0241 -5.3642 -10.1048
H69 -0.5972 -4.9515 -9.4945



Record 3
Entry from OMol25: a cluster of 9 separate species, C31H69Br10N3O9 in total in a non-equilibrium geometry (ωB97M-V/def2-TZVPD).

The calculation puts the energy relative to the best compared isomer or geometry (same formula, charge and spin) at 0.000 eV. The value obtained for the total energy is -756580.508 eV. As for the SMILES: COCCNCCOC.COCCNCCOC.COCCNCCOC.O=C1OCCO1.BrCCBr.BrCCBr.BrCCBr.BrCCBr.BrCCBr. The calculation puts the orbital gap at 8.622 eV.

Positions of all 122 atoms, in Å:
C1 -1.7330 4.0917 -10.0865
O1 -0.4217 3.6942 -10.0148
C2 -0.0257 2.8409 -9.0019
C3 1.1216 1.8703 -9.3920
N1 1.5164 0.8642 -8.3435
C4 1.5606 1.4699 -7.0332
C5 2.3893 0.4840 -6.1267
O2 2.5749 0.8152 -4.6950
C6 3.1333 2.1074 -4.4233
H1 -1.9302 4.7495 -9.2400
H2 -2.4829 3.3010 -10.0628
H3 -2.0085 4.5047 -11.0569
H4 -0.8459 2.2687 -8.5685
H5 0.2186 3.5677 -8.2272
H6 2.0375 2.4277 -9.5878
H7 0.8143 1.2739 -10.2511
H8 0.9302 0.0461 -8.4279
H9 0.6184 1.6992 -6.5354
H10 2.1231 2.4019 -7.0871
H11 3.3209 0.1975 -6.6147
H12 1.8548 -0.4659 -6.1398
H13 3.2780 2.2545 -3.3530
H14 2.5779 2.9899 -4.7410
H15 4.1523 2.1120 -4.8103
C7 -0.2972 -4.3402 -6.0632
O3 0.6464 -4.0873 -7.1243
C8 1.1707 -5.2497 -7.8548
C9 2.5734 -5.4874 -7.4051
N2 2.5164 -6.1501 -6.0747
C10 3.8880 -6.6516 -5.8121
C11 4.9445 -5.6505 -5.4050
O4 6.1035 -6.3235 -4.9393
C12 6.8067 -5.6887 -3.8961
H16 -0.3621 -3.5448 -5.3207
H17 0.0533 -5.1409 -5.4120
H18 -1.2271 -4.7018 -6.5021
H19 1.2814 -4.9946 -8.9087
H20 0.5501 -6.1449 -7.8131
H21 3.1384 -4.5566 -7.3541
H22 3.0864 -6.1310 -8.1198
H23 2.3074 -5.4485 -5.3789
H24 4.4148 -7.2047 -6.5897
H25 3.8297 -7.3898 -5.0123
H26 4.5458 -5.0015 -4.6253
H27 5.2221 -4.9244 -6.1691
H28 6.1254 -5.6521 -3.0461
H29 6.9328 -4.6404 -4.1669
H30 7.7510 -6.1303 -3.5775
C13 0.4715 3.7344 8.2951
O5 0.7829 4.9078 9.1228
C14 2.1694 4.7473 9.5820
C15 2.3446 5.7237 10.6490
N3 1.4142 5.3259 11.7777
C16 1.8062 4.1178 12.5004
C17 1.2659 3.8354 13.9204
O6 1.3236 2.4505 14.2772
C18 2.6634 1.9738 14.3884
H31 0.6967 2.8138 8.8335
H32 0.9894 3.6454 7.3402
H33 -0.6081 3.7011 8.1485
H34 2.8741 4.9737 8.7818
H35 2.3949 3.7228 9.8780
H36 2.2315 6.7267 10.2376
H37 3.3656 5.6983 11.0298
H38 0.5127 5.1150 11.3740
H39 2.8960 4.0950 12.5007
H40 1.5011 3.2726 11.8833
H41 0.2188 4.1144 13.8029
H42 1.6957 4.4611 14.7027
H43 2.7970 1.4368 15.3275
H44 3.4720 2.7046 14.4045
H45 2.9698 1.3059 13.5834
O7 -3.2193 -1.7581 -0.5832
C19 -2.4241 -0.8631 -0.2553
O8 -2.4680 0.3521 -0.7318
C20 -1.4482 1.1941 -0.2119
C21 -0.6729 0.1886 0.6649
O9 -1.4925 -0.9080 0.7264
H46 -0.8088 1.5521 -1.0188
H47 -1.7430 2.0379 0.4120
H48 -0.5139 0.6622 1.6337
H49 0.2862 -0.2023 0.3251
Br1 1.9422 -5.0634 -0.9395
C22 3.3133 -5.7771 0.2891
C23 4.1514 -4.6693 0.7355
Br2 3.2714 -4.0033 2.3562
H50 3.9727 -6.3962 -0.3193
H51 2.8149 -6.3302 1.0852
H52 4.2890 -3.8589 0.0197
H53 5.1449 -4.9447 1.0894
Br3 -10.8782 -2.4390 -3.6924
C24 -9.4113 -3.8323 -3.4792
C25 -8.2227 -3.2230 -4.3666
Br4 -8.6290 -3.1857 -6.3043
H54 -9.8222 -4.7908 -3.7962
H55 -9.1761 -3.8506 -2.4150
H56 -7.2412 -3.6531 -4.1675
H57 -8.0067 -2.1854 -4.1120
Br5 1.4825 6.6962 1.6881
C26 1.5134 8.5341 2.4551
C27 0.1299 9.0040 2.9713
Br6 0.4066 10.8586 3.6304
H58 1.6430 9.1906 1.5947
H59 2.3073 8.6575 3.1918
H60 -0.2668 8.4570 3.8266
H61 -0.5797 9.0390 2.1447
Br7 -5.6306 4.8762 3.6001
C28 -6.1795 3.0106 3.2289
C29 -7.0135 2.7643 1.9627
Br8 -7.5747 0.8547 1.8724
H62 -6.8279 2.7544 4.0668
H63 -5.3171 2.3493 3.3129
H64 -6.3579 2.9779 1.1185
H65 -7.8800 3.3902 1.7497
Br9 -3.1428 -6.4120 5.0798
C30 -4.6974 -5.9079 3.8884
C31 -5.5836 -4.8444 4.5687
Br10 -4.4745 -3.2192 4.9495
H66 -5.2959 -6.8053 3.7314
H67 -4.2905 -5.5397 2.9466
H68 -5.9620 -5.1645 5.5395
H69 -6.4419 -4.5089 3.9866



Record 4
Entry from OMol25: a cluster of 13 separate species, C31H69N7O32S6 in total in a non-equilibrium geometry (ωB97M-V/def2-TZVPD).

The value obtained for the total energy is -174212.548 eV. The calculation puts the orbital gap at 9.062 eV.

Positions of all 145 atoms, in Å:
C1 5.5263 -3.5578 6.6675
N1 5.3055 -2.5258 5.5940
O1 4.4141 -2.8812 4.7949
O2 5.9901 -1.4993 5.5354
H1 6.4054 -3.2199 7.2162
H2 5.8556 -4.5097 6.2509
H3 4.6321 -3.5460 7.2906
C2 -1.6090 1.3506 6.3236
C3 -0.1696 1.0070 6.1737
O3 0.2539 1.2304 7.4666
S1 -0.7424 0.6507 8.6236
O4 -0.6201 1.4115 9.8407
O5 -0.8700 -0.8110 8.7015
O6 -1.9832 1.2733 7.7185
H4 -2.2870 0.6549 5.8294
H5 -1.8461 2.2766 5.7998
H6 0.3963 1.6966 5.5472
H7 0.0072 -0.0386 5.9216
C4 -0.8726 -9.2469 5.0676
C5 -2.2713 -8.5816 5.5200
O7 -2.5219 -7.4640 4.7028
S2 -1.0283 -6.7156 4.4087
O8 -0.5263 -5.9788 5.5664
O9 -1.0317 -6.0656 3.0753
O10 -0.2299 -8.1329 4.3995
H8 -1.1978 -10.0058 4.3560
H9 -0.3106 -9.6069 5.9295
H10 -2.2109 -8.2646 6.5611
H11 -3.0718 -9.3213 5.5111
C6 6.0546 8.7498 6.1792
C7 4.5477 9.0587 6.4933
O11 3.8760 7.8300 6.2861
S3 4.5643 6.9314 5.0607
O12 3.8413 7.1619 3.8319
O13 4.7472 5.5819 5.5738
O14 6.0330 7.7665 5.1191
H12 6.4139 8.2971 7.1034
H13 6.6705 9.5850 5.8457
H14 4.2549 9.7137 5.6727
H15 4.3349 9.5696 7.4323
C8 -3.4594 11.3174 2.2077
C9 -2.0205 11.2398 2.7723
O15 -1.5796 9.9162 2.5049
S4 -2.8232 8.8911 2.8694
O16 -2.9001 8.7813 4.3448
O17 -2.7420 7.6527 2.1135
O18 -3.8925 9.9800 2.3427
H16 -3.4316 11.4655 1.1281
H17 -4.1075 12.0375 2.7072
H18 -2.2259 11.4211 3.8273
H19 -1.3449 11.9711 2.3284
C10 -7.5751 3.4697 -0.8557
C11 -7.7381 2.3934 -1.9234
O19 -8.9035 2.7208 -2.5107
S5 -10.0780 3.1136 -1.3949
O20 -10.6726 1.9423 -0.8318
O21 -10.9323 4.1782 -1.9352
O22 -8.8625 3.7118 -0.3848
H20 -7.1618 4.3245 -1.3910
H21 -6.9227 3.1844 -0.0304
H22 -7.6700 1.3978 -1.4850
H23 -6.8536 2.3985 -2.5603
C12 3.0475 -3.2659 -11.7580
C13 4.4137 -2.8122 -12.1794
O23 5.1413 -2.4591 -11.0252
S6 4.3855 -3.1657 -9.6995
O24 4.3658 -2.3782 -8.4523
O25 4.7969 -4.5984 -9.5829
O26 2.9196 -2.9990 -10.4260
H24 2.9971 -4.3417 -11.9261
H25 2.3043 -2.7294 -12.3478
H26 4.2473 -1.8453 -12.6541
H27 4.9718 -3.5382 -12.7707
C14 -0.9178 -0.2600 -0.4775
O27 -1.5686 0.3635 0.3822
N2 0.3710 0.0297 -0.7314
C15 1.2742 -0.7675 -1.5315
C16 1.0993 1.1411 0.0017
H28 -1.3495 -1.0461 -1.1161
H29 2.0805 -1.2246 -0.9579
H30 1.8553 -0.1191 -2.1873
H31 0.7816 -1.4450 -2.2289
H32 1.4231 1.9688 -0.6293
H33 0.4233 1.6569 0.6836
H34 1.8635 0.7679 0.6835
C17 8.3272 2.0659 0.2523
O28 8.7874 3.2043 0.0824
N3 8.7787 0.9520 -0.3265
C18 7.9850 -0.2995 -0.3338
C19 10.0516 0.9627 -1.0646
H35 7.4195 1.8935 0.8511
H36 7.5967 -0.3304 -1.3518
H37 7.1696 -0.2214 0.3853
H38 8.5937 -1.1893 -0.1725
H39 10.6724 1.8371 -0.8691
H40 10.6200 0.0495 -0.8886
H41 9.7932 0.8458 -2.1171
C20 4.7732 -8.6876 -2.5839
O29 4.8485 -8.8375 -3.8154
N4 4.0344 -7.7404 -2.0170
C21 4.0186 -7.6124 -0.5249
C22 3.1979 -6.7431 -2.7386
H42 5.1584 -9.4266 -1.8644
H43 4.5517 -6.7253 -0.1828
H44 4.2827 -8.4803 0.0793
H45 2.9963 -7.3913 -0.2182
H46 2.8026 -7.1897 -3.6510
H47 2.3917 -6.4616 -2.0611
H48 3.8338 -5.8874 -2.9653
C23 -1.6800 6.6357 -3.8967
O30 -2.6002 6.1902 -4.4709
N5 -1.5590 7.9092 -3.5300
C24 -0.3397 8.3540 -2.9421
C25 -2.5615 8.8937 -3.8393
H49 -0.7668 6.0856 -3.6215
H50 -0.7174 8.8319 -2.0382
H51 0.1153 9.0886 -3.6066
H52 0.3807 7.5787 -2.6813
H53 -2.1583 9.3747 -4.7305
H54 -3.5649 8.4701 -3.8834
H55 -2.5401 9.5558 -2.9737
C26 -7.6899 -3.7584 4.2737
O31 -8.1757 -3.2981 5.3127
N6 -7.6263 -3.1103 3.1048
C27 -7.1624 -3.8323 1.8903
C28 -8.2797 -1.8375 2.8074
H56 -7.1602 -4.7235 4.2637
H57 -7.9928 -4.3640 1.4257
H58 -6.4993 -4.6670 2.1177
H59 -6.7066 -3.1163 1.2065
H60 -9.0783 -2.1050 2.1154
H61 -8.7187 -1.4089 3.7083
H62 -7.6255 -1.1077 2.3303
C29 -4.0004 -6.0763 -6.3897
O32 -3.4777 -5.4240 -5.4953
N7 -3.2540 -6.8018 -7.2329
C30 -3.9555 -7.6640 -8.1477
C31 -1.7666 -6.6657 -7.2795
H63 -5.0681 -6.3036 -6.5336
H64 -3.5015 -7.3565 -9.0897
H65 -5.0383 -7.5402 -8.1702
H66 -3.6656 -8.6909 -7.9255
H67 -1.2955 -7.5460 -6.8422
H68 -1.3422 -6.6283 -8.2828
H69 -1.3655 -5.7947 -6.7613